No. 1
# C18H19IN5O2PdS

A molecular structure, C18H19IN5O2PdS (the ωB97M-V functional and the def2-TZVPD basis, the OMol25 dataset).

Last column: natural (NBO) charge in e.
Atoms and positions in Å:
Pd 0.6328 0.3758 -0.3275  0.816
C -3.8801 0.6802 -1.4673  -0.643
C -3.4887 -0.4803 -0.6043  0.182
N -4.4195 -1.2788 -0.1562  -0.366
C -4.0778 -2.3263 0.6257  -0.005
C -2.7928 -2.6100 0.9926  -0.049
C -2.5293 -3.7718 1.9190  -0.098
O -1.5713 -4.6992 1.4171  -0.725
C -1.7546 -1.7524 0.5235  -0.166
C -0.4116 -2.0206 0.9595  0.185
N 0.6341 -1.2631 0.8591  -0.514
C 1.8344 -1.7137 1.5087  0.174
C 1.7937 -2.6038 2.5833  -0.229
C 2.9548 -3.0641 3.1765  -0.176
C 4.1932 -2.6271 2.7318  -0.182
C 4.2542 -1.6951 1.7108  -0.224
C 3.0803 -1.2477 1.1247  -0.201
I 3.2376 0.2752 -0.2890  0.398
C -2.1018 -0.6791 -0.2960  0.353
O -1.2671 0.1557 -0.8528  -0.730
H -4.9571 0.6735 -1.6073  0.246
H -3.3877 0.6270 -2.4406  0.213
H -3.5768 1.6220 -1.0066  0.230
H -4.8983 -2.9456 0.9680  0.203
H -3.4763 -4.2678 2.1390  0.196
H -2.1278 -3.4198 2.8715  0.189
H -1.9595 -5.1798 0.6783  0.482
H -0.2825 -2.9830 1.4389  0.230
H 0.8438 -2.9265 2.9857  0.227
H 2.8857 -3.7570 4.0036  0.237
H 5.1038 -2.9804 3.1947  0.238
H 5.2092 -1.3077 1.3827  0.235
C 2.8115 5.7759 -1.5076  -0.594
C 1.2890 5.6352 -1.4597  -0.452
C 0.8522 4.2318 -1.7376  0.080
N 0.9696 3.2612 -0.9093  -0.251
N 0.5438 2.0692 -1.4359  -0.383
C 0.0978 2.1453 -2.6753  0.261
N -0.3548 1.1032 -3.3791  -0.783
S 0.1814 3.7561 -3.2773  0.410
H 3.1011 6.8010 -1.2824  0.230
H 3.1992 5.5242 -2.4954  0.210
H 3.2767 5.1178 -0.7749  0.217
H 0.8210 6.3077 -2.1794  0.226
H 0.9130 5.9072 -0.4731  0.246
H -0.7032 0.3179 -2.8465  0.439
H -0.6955 1.2375 -4.3134  0.417

- energy (a.u.) = -1945.14816
- ΔE to the lowest compared entry with this formula, charge and spin (kJ/mol) = 23.1
- orbital gap (eV) = 7.320
- total charge = +1

No. 2
# C18H19N3O2

C18H19N3O2 in the gas phase at a distorted geometry (the ωB97M-V functional and the def2-TZVPD basis, the OMol25 dataset).

Last column: natural (NBO) charge in e.
Atoms and positions in Å:
C -7.4876 -0.6772 0.7637  -0.609
C -6.8101 -0.6863 -0.6017  -0.391
C -5.3986 -0.1024 -0.5777  -0.381
C -4.4164 -0.9645 0.2288  -0.466
C -3.0508 -0.3978 0.1468  0.541
N -2.0782 -0.8437 -0.5698  -0.483
C -1.0331 0.0248 -0.3459  0.137
C 0.2610 0.0502 -0.8410  -0.220
C 1.0853 1.0807 -0.4109  -0.144
C 2.4929 1.2279 -0.8904  0.662
O 3.0437 2.3102 -0.9688  -0.632
N 3.1042 0.0711 -1.2396  -0.599
C 4.4856 0.0351 -1.6738  -0.262
C 5.4105 -0.3053 -0.5318  0.195
C 5.6298 0.6067 0.4968  -0.248
C 6.4654 0.2396 1.5370  -0.165
C 7.0504 -1.0180 1.5129  -0.263
C 6.7636 -1.8520 0.4442  0.039
N 5.9626 -1.5100 -0.5504  -0.433
C 0.6163 2.0620 0.4734  -0.162
C -0.6679 2.0469 0.9793  -0.245
C -1.4803 1.0115 0.5576  0.235
O -2.7702 0.7261 0.8624  -0.419
H -7.4847 0.3263 1.1837  0.202
H -6.9834 -1.3444 1.4579  0.199
H -8.5201 -1.0060 0.6725  0.214
H -6.7712 -1.7086 -0.9833  0.196
H -7.4109 -0.0964 -1.2974  0.205
H -5.4260 0.9023 -0.1505  0.203
H -5.0279 -0.0236 -1.6021  0.212
H -4.3907 -1.9770 -0.1730  0.238
H -4.7230 -0.9918 1.2752  0.226
H 0.5780 -0.6914 -1.5564  0.224
H 2.6732 -0.8099 -1.0119  0.400
H 4.7185 1.0318 -2.0582  0.241
H 4.5970 -0.7111 -2.4632  0.220
H 5.1541 1.5746 0.4665  0.238
H 6.6614 0.9223 2.3514  0.217
H 7.7111 -1.3417 2.3020  0.219
H 7.1909 -2.8442 0.3755  0.192
H 1.2989 2.8510 0.7494  0.238
H -1.0234 2.8023 1.6610  0.229

- energy (a.u.) = -1012.10506
- ΔE to the lowest compared entry with this formula, charge and spin (kJ/mol) = 69.1
- orbital gap (eV) = 9.713
- SMILES string = CCCCc1nc2cc(C(=O)NCc3ccccn3)ccc2o1

No. 3
# C18H19N3O5S

C18H19N3O5S in the gas phase (the ωB97M-V functional and the def2-TZVPD basis, the OMol25 dataset).

Last column: natural (NBO) charge in e.
Atoms and positions in Å:
C -0.6993 -3.3035 -0.8985  -0.613
C -1.2750 -3.4598 0.5034  -0.384
C -2.7084 -2.9228 0.6033  -0.422
C -2.7983 -1.4765 0.2162  -0.252
C -2.2272 -0.4833 0.9689  0.546
O -1.6170 -0.7598 2.1221  -0.670
N -2.2479 0.8315 0.6037  -0.603
C -2.8595 1.1532 -0.4858  0.333
S -2.9677 2.8380 -0.9882  0.294
C -1.5277 3.6101 -0.1525  -0.414
C -1.4755 3.3993 1.3470  -0.522
C -0.4607 2.2849 1.5208  0.791
O -0.2371 1.6536 2.5217  -0.623
N 0.2516 2.1809 0.3387  -0.499
C 1.3952 1.3505 0.1565  0.072
C 1.3589 0.0024 0.4909  -0.180
C 2.4744 -0.7801 0.2938  -0.238
C 3.6427 -0.2365 -0.2462  0.314
O 4.6792 -1.0967 -0.4014  -0.486
C 5.8835 -0.6153 -0.9504  -0.253
C 3.6684 1.1142 -0.5818  -0.319
C 2.5491 1.9009 -0.3775  -0.121
C -0.2724 2.9359 -0.6894  0.692
O 0.1625 3.0097 -1.8045  -0.544
N -3.4813 0.2608 -1.2711  -0.594
C -3.4942 -1.1292 -0.9928  0.645
O -4.0708 -1.8692 -1.7587  -0.615
H 0.2806 -3.7711 -0.9631  0.208
H -1.3552 -3.7683 -1.6309  0.210
H -0.5914 -2.2521 -1.1588  0.201
H -1.2867 -4.5168 0.7760  0.202
H -0.6448 -2.9359 1.2239  0.200
H -3.0583 -3.0434 1.6309  0.220
H -3.3605 -3.4860 -0.0656  0.235
H -1.2250 0.0476 2.5055  0.524
H -1.5874 4.6507 -0.4724  0.268
H -2.4310 3.1260 1.7900  0.263
H -1.1022 4.2882 1.8616  0.247
H 0.4670 -0.4366 0.9024  0.228
H 2.4640 -1.8279 0.5466  0.229
H 6.3267 0.1651 -0.3238  0.177
H 6.5537 -1.4725 -0.9843  0.203
H 5.7369 -0.2306 -1.9644  0.178
H 4.5513 1.5680 -1.0020  0.222
H 2.5745 2.9460 -0.6438  0.219
H -3.9576 0.5561 -2.1160  0.431

- energy (a.u.) = -1636.05171
- ΔE to the lowest compared entry with this formula, charge and spin (kJ/mol) = 16.2
- orbital gap (eV) = 8.854
- SMILES string = CCCc1c(O)nc(S[C@H]2CC(=O)N(c3ccc(OC)cc3)C2=O)[nH]c1=O

No. 4
# C18H19NO

C18H19NO in the gas phase at a distorted geometry (the ωB97M-V functional and the def2-TZVPD basis, the OMol25 dataset).

Last column: natural (NBO) charge in e.
Atoms and positions in Å:
N -1.6327 -4.9460 3.0771  -0.844
C -0.9771 -3.7083 2.9958  -0.212
C -0.7447 -3.1517 1.5593  -0.417
C -1.7855 -2.0081 1.2363  -0.418
C -1.2351 -1.2745 -0.0404  -0.061
O -0.0079 -0.5047 0.1904  -0.561
C 0.3148 0.6142 -0.5703  0.424
C 1.4331 0.6442 -1.3544  -0.175
C 2.0889 -0.5220 -1.6201  -0.159
C 3.2021 -0.5212 -2.4549  -0.224
C 3.6897 0.5949 -3.0228  -0.210
C 3.0087 1.8416 -2.7514  -0.202
C 1.9243 1.8488 -1.9130  0.017
C 1.2039 3.0252 -1.6205  -0.163
C 0.0603 3.0441 -0.8772  -0.052
C -0.4625 4.3198 -0.5976  -0.176
C -1.5264 4.3566 0.1890  -0.224
C -1.9804 3.2403 0.9175  -0.210
C -1.4481 2.0033 0.6088  -0.187
C -0.4038 1.8359 -0.3059  -0.130
H -2.5893 -4.8512 2.6798  0.352
H -1.0946 -5.7717 2.6713  0.367
H -1.3796 -2.9697 3.6531  0.186
H 0.0850 -3.8726 3.3249  0.180
H 0.2416 -2.5863 1.6560  0.205
H -0.6702 -3.8814 0.8431  0.197
H -2.8105 -2.4584 1.1003  0.210
H -1.8765 -1.3475 2.1489  0.211
H -1.9937 -0.4625 -0.1902  0.179
H -1.1530 -1.8680 -0.9383  0.185
H 1.7657 -1.4303 -1.2161  0.218
H 3.7525 -1.4392 -2.7519  0.209
H 4.5473 0.4714 -3.6863  0.215
H 3.4007 2.7122 -3.3137  0.217
H 1.5469 3.9256 -1.9422  0.192
H 0.0012 5.1954 -0.9690  0.212
H -1.8484 5.3711 0.3089  0.210
H -2.8388 3.2966 1.6868  0.223
H -1.8083 1.2343 1.2890  0.213

- energy (a.u.) = -827.20831
- ΔE to the lowest compared entry with this formula, charge and spin (kJ/mol) = 271.8
- orbital gap (eV) = 6.808
- SMILES string = NCCCCOc1c2ccccc2cc2ccccc12

No. 5
# C18H19NO2

C18H19NO2 in the gas phase (the ωB97M-V functional and the def2-TZVPD basis, the OMol25 dataset).

Last column: natural (NBO) charge in e.
Atoms and positions in Å:
C -5.9696 -2.5275 0.2152  -0.630
C -4.9314 -1.4485 0.2101  0.007
C -5.0604 -0.3377 1.0376  -0.227
C -4.0918 0.6447 1.0536  -0.166
C -2.9812 0.5564 0.2153  -0.107
C -1.9702 1.6353 0.2604  0.574
O -1.6606 2.1839 1.2958  -0.552
C -1.3702 2.0714 -1.0677  -0.503
C 0.1349 2.2861 -0.9236  -0.500
C 0.8594 0.9444 -0.8869  0.691
O 0.3731 -0.0739 -1.3277  -0.625
N 2.1012 1.0392 -0.3402  -0.616
C 3.0715 0.0446 -0.1628  0.243
C 2.8762 -1.2800 -0.5343  -0.276
C 3.8909 -2.1978 -0.3267  -0.179
C 5.0903 -1.8145 0.2426  -0.242
C 5.2978 -0.4915 0.6195  0.017
C 6.5969 -0.0790 1.2429  -0.629
C 4.2826 0.4263 0.4120  -0.282
C -2.8388 -0.5609 -0.6046  -0.198
C -3.8023 -1.5510 -0.5949  -0.212
H -6.9578 -2.1149 0.4060  0.218
H -5.7492 -3.2486 1.0032  0.224
H -5.9833 -3.0592 -0.7333  0.217
H -5.9261 -0.2487 1.6785  0.210
H -4.1872 1.5026 1.7028  0.223
H -1.8546 3.0154 -1.3315  0.240
H -1.5748 1.3455 -1.8516  0.238
H 0.5229 2.8544 -1.7731  0.233
H 0.3304 2.8461 -0.0069  0.237
H 2.3788 1.9507 -0.0016  0.398
H 1.9431 -1.5813 -0.9777  0.251
H 3.7381 -3.2270 -0.6154  0.213
H 5.8742 -2.5409 0.3989  0.208
H 6.7300 -0.5802 2.2011  0.222
H 6.6301 0.9950 1.4074  0.212
H 7.4316 -0.3605 0.6027  0.220
H 4.4294 1.4591 0.7009  0.198
H -1.9516 -0.6813 -1.2077  0.242
H -3.6775 -2.4203 -1.2247  0.209

- energy (a.u.) = -902.58393
- ΔE to the lowest compared entry with this formula, charge and spin (kJ/mol) = 0.0
- orbital gap (eV) = 9.130
- SMILES string = Cc1ccc(C(=O)CCC(=O)Nc2cccc(C)c2)cc1

No. 6
# C18H19NO4

C18H19NO4 in the gas phase at a distorted geometry (the ωB97M-V functional and the def2-TZVPD basis, the OMol25 dataset).

Last column: natural (NBO) charge in e.
Atoms and positions in Å:
C 2.1717 4.1964 1.6272  -0.252
O 1.3932 3.0282 1.7217  -0.512
C 1.9787 1.8877 2.1815  0.393
C 3.3302 1.7508 2.4751  -0.312
C 3.8232 0.5391 2.9310  -0.186
C 2.9817 -0.5431 3.1044  -0.241
C 1.6335 -0.4147 2.8116  -0.168
C 1.1264 0.7851 2.3408  -0.222
C -0.3384 0.9493 2.0705  0.612
O -1.0861 1.4315 2.8810  -0.503
C -0.8219 0.4931 0.7032  -0.323
C -0.2999 1.4465 -0.3798  -0.394
C -0.8104 0.9927 -1.7434  -0.404
C -0.3928 -0.4570 -2.0055  -0.222
N -0.8809 -1.3110 -0.9491  -0.420
C -1.8780 -2.2288 -1.0136  0.631
O -2.3281 -2.7531 -0.0045  -0.625
C -2.4311 -2.6468 -2.3166  0.149
C -3.5890 -3.3661 -2.4815  -0.225
C -3.7202 -3.6055 -3.8651  -0.319
C -2.6329 -3.0281 -4.4463  0.109
O -1.8501 -2.4465 -3.5256  -0.402
C -0.3825 -0.9355 0.3583  -0.230
H 2.9738 4.0875 0.8894  0.175
H 1.4874 4.9777 1.3007  0.204
H 2.6004 4.4736 2.5949  0.181
H 4.0054 2.5836 2.3585  0.219
H 4.8753 0.4500 3.1570  0.216
H 3.3671 -1.4818 3.4704  0.218
H 0.9638 -1.2473 2.9636  0.220
H -1.9165 0.5311 0.7170  0.230
H -0.6274 2.4645 -0.1662  0.224
H 0.7922 1.4347 -0.3761  0.202
H -0.4073 1.6324 -2.5298  0.212
H -1.8998 1.0624 -1.7707  0.204
H -0.7663 -0.7882 -2.9699  0.239
H 0.7025 -0.5233 -2.0184  0.188
H -4.2477 -3.6723 -1.6959  0.246
H -4.5088 -4.1355 -4.3578  0.232
H -2.3122 -2.9649 -5.4677  0.205
H -0.7890 -1.6481 1.0780  0.254
H 0.7109 -1.0008 0.3476  0.200

- energy (a.u.) = -1053.00550
- ΔE to the lowest compared entry with this formula, charge and spin (kJ/mol) = 202.9
- orbital gap (eV) = 9.488
- SMILES string = COc1ccccc1C(=O)[C@H]1CCCN(C(=O)c2ccco2)C1

We obtain highest occupied orbital energy values of -11.08 -8.90 -8.54 -7.07 -8.49 -8.81 eV for the records listed above, in that order.